No. 1
Molecular formula: C27H37ClN4P
Method: DFT, the ωB97M-V functional and the def2-TZVPD basis

Values from the calculation:
- HOMO-LUMO gap (eV) = 4.933
- spin multiplicity = 1
- total charge = +1

```
70
Properties=species:S:1:pos:R:3:mulliken_charge:R:1
C -3.86 -0.14 4.67 -0.86
N -2.53 -0.77 4.63 0.17
C -2.48 -2.24 4.69 -0.87
C -1.48 0.01 4.67 0.00
Cl 0.11 -0.52 4.90 -0.02
H -4.60 -0.93 4.72 0.30
H -3.92 0.49 5.57 0.39
H -4.01 0.48 3.77 0.34
H -3.52 -2.58 4.72 0.34
H -2.00 -2.66 3.79 0.28
H -1.97 -2.57 5.60 0.39
H -1.60 1.09 4.62 0.45
C 6.20 -1.35 0.61 -1.24
N 5.02 -2.16 0.51 0.10
C 5.21 -3.48 -0.05 -1.06
C 3.77 -1.63 0.72 0.53
C 2.71 -2.46 1.19 -0.73
C 1.47 -1.90 1.44 -0.21
C 1.20 -0.56 1.07 -0.04
P -0.54 0.02 1.17 0.41
C -0.37 1.67 0.39 -0.21
C -0.41 1.86 -1.01 -0.02
C -0.04 3.08 -1.57 -0.79
C 0.19 4.19 -0.72 0.66
N 0.54 5.41 -1.26 0.12
C 0.03 6.64 -0.72 -1.04
C 1.14 5.52 -2.56 -1.21
C 0.09 4.04 0.69 -0.85
C -0.15 2.79 1.23 -0.33
C -1.25 -0.91 -0.24 -0.25
C -2.66 -0.98 -0.35 -0.56
C -3.26 -1.56 -1.45 -0.79
C -2.45 -2.04 -2.52 0.61
N -3.04 -2.52 -3.66 0.12
C -2.37 -2.51 -4.93 -1.19
C -4.24 -3.31 -3.61 -1.05
C -1.04 -1.99 -2.41 -0.61
C -0.46 -1.51 -1.25 0.02
C 2.26 0.26 0.64 -0.16
C 3.54 -0.26 0.47 -0.72
H 6.06 -0.55 1.33 0.42
H 7.04 -1.98 0.95 0.34
H 6.47 -0.91 -0.36 0.36
H 4.26 -3.99 -0.19 0.36
H 5.72 -3.41 -1.03 0.33
H 5.85 -4.08 0.61 0.31
H 2.90 -3.52 1.36 0.44
H 0.69 -2.49 1.91 0.32
H -0.72 1.05 -1.66 0.26
H 0.05 3.21 -2.65 0.48
H -0.49 6.47 0.22 0.34
H 0.85 7.35 -0.55 0.32
H -0.68 7.11 -1.43 0.32
H 1.78 4.65 -2.76 0.41
H 0.39 5.58 -3.36 0.37
H 1.76 6.42 -2.59 0.33
H 0.28 4.90 1.32 0.36
H -0.18 2.66 2.31 0.27
H -3.28 -0.56 0.44 0.37
H -4.34 -1.59 -1.56 0.37
H -1.70 -1.65 -5.01 0.40
H -1.78 -3.42 -5.09 0.36
H -3.12 -2.43 -5.73 0.33
H -4.66 -3.33 -2.60 0.35
H -5.00 -2.90 -4.29 0.32
H -4.04 -4.35 -3.91 0.32
H -0.43 -2.35 -3.24 0.46
H 0.62 -1.58 -1.13 0.26
H 2.09 1.31 0.42 0.27
H 4.35 0.35 0.09 0.45
```

No. 2
Molecular formula: C32H40AgFN4O4
Method: DFT, the ωB97M-V functional and the def2-TZVPD basis

Values from the calculation:
- HOMO-LUMO gap (eV) = 5.503
- spin multiplicity = 1
- total charge = 0
- energy above the lowest of the compared OMol25 structures with the same formula, charge and spin (eV) = 0.000

```
82
Properties=species:S:1:pos:R:3:mulliken_charge:R:1
Ag 0.67 0.12 -3.43 0.46
F 1.70 -2.85 2.13 -0.44
C 1.56 -1.53 1.84 0.35
C 2.03 -1.05 0.66 -0.84
C 1.92 0.31 0.36 0.44
C 2.27 0.75 -1.00 0.75
O 2.60 -0.08 -1.86 -0.77
C 2.16 2.17 -1.22 0.50
C 1.79 2.97 -0.19 -0.72
N 1.38 2.54 1.04 0.38
C 0.91 3.50 2.01 -0.20
C -0.54 3.51 2.42 -0.53
C 0.00 4.60 1.56 -0.83
C 1.40 1.19 1.32 -0.37
C 0.86 0.66 2.50 -0.25
C 0.88 -0.71 2.74 -0.78
N 0.09 -1.22 3.79 0.38
C -0.25 -2.63 3.85 -0.48
C -1.56 -2.73 4.65 -0.64
N -2.21 -1.38 4.58 0.05
C -1.44 -0.40 5.42 -0.64
C 0.05 -0.60 5.09 -0.85
C 2.34 2.81 -2.60 0.07
O 2.91 3.89 -2.65 -0.76
O 1.85 2.15 -3.56 -0.66
H 2.48 -1.71 -0.07 0.82
H 1.78 4.04 -0.35 0.57
H 1.64 3.75 2.78 0.43
H -0.77 3.73 3.46 0.30
H -1.18 2.78 1.94 0.14
H 0.15 5.58 2.00 0.30
H -0.30 4.60 0.52 0.22
H 0.32 1.31 3.17 0.63
H 0.51 -3.25 4.33 0.52
H -0.42 -2.98 2.84 0.23
H -1.40 -2.94 5.71 0.35
H -2.25 -3.46 4.24 0.40
H -3.19 -1.41 4.84 0.38
H -2.13 -1.08 3.59 -0.16
H -1.69 -0.58 6.46 0.38
H -1.79 0.60 5.13 0.44
H 0.54 -1.22 5.85 0.35
H 0.56 0.36 5.07 0.48
C 5.50 0.14 -5.23 -1.20
C 4.18 0.90 -5.30 0.33
C 3.02 0.01 -5.26 0.52
N 2.12 -0.70 -5.26 -0.67
H 6.33 0.84 -5.28 0.35
H 5.59 -0.58 -6.04 0.34
H 5.57 -0.41 -4.29 0.31
H 4.10 1.50 -6.21 0.33
H 4.04 1.59 -4.47 -0.09
C -1.77 -3.58 -2.90 -1.66
C -0.99 -3.28 -1.62 0.04
C 0.50 -3.12 -1.93 -0.86
C -1.60 -2.12 -0.86 0.57
C -2.18 -2.37 0.38 -1.03
C -2.88 -1.40 1.08 -1.01
C -3.00 -0.13 0.51 -0.73
C -2.45 0.16 -0.72 0.69
C -2.73 1.50 -1.38 0.10
C -3.59 1.36 -2.64 -1.71
C -1.44 2.27 -1.69 -0.66
C -1.72 -0.83 -1.44 1.31
O -1.29 -0.54 -2.61 -1.33
H -1.34 -4.43 -3.42 0.45
H -1.75 -2.72 -3.57 0.28
H -2.82 -3.80 -2.68 0.36
H -1.08 -4.16 -0.97 0.43
H 0.67 -2.34 -2.69 0.03
H 0.90 -4.05 -2.32 0.56
H 1.07 -2.85 -1.04 -0.03
H -2.12 -3.38 0.77 0.40
H -3.43 -1.66 1.98 0.88
H -3.61 0.63 1.00 0.38
H -3.31 2.08 -0.66 0.46
H -3.07 0.76 -3.39 0.24
H -3.80 2.34 -3.06 0.47
H -4.54 0.87 -2.41 0.39
H -0.85 1.76 -2.46 0.04
H -0.82 2.36 -0.81 -0.27
H -1.68 3.27 -2.07 0.65
```

E_HOMO, record by record: -9.1; -6.5 eV